DFT (wB97M-V/def2-TZVPD) results for a cluster of 2 separate species, C3H7O3 in total.

Each line ends with the Mulliken charge.
Geometry (Å):
1 O 2.782 0.899 -0.990  -0.629
2 C 2.485 -0.034 -0.239  0.109
3 O 2.031 0.006 0.949  -0.745
4 H 2.607 -1.081 -0.631  0.301
5 H 0.656 -0.729 0.883  0.446
6 C -0.758 -0.303 -0.363  -0.177
7 O -0.182 -1.195 0.526  -0.584
8 C -1.824 0.585 0.338  -1.013
9 H -0.094 0.421 -0.854  0.157
10 H -1.285 -0.780 -1.202  0.299
11 H -2.242 1.357 -0.309  0.312
12 H -2.646 -0.116 0.576  0.232
13 H -1.529 0.971 1.317  0.292

As for the net charge: -1. As for the HOMO-LUMO gap: 0.3228 Eh. The energy above the lowest of the compared OMol25 structures with the same formula, charge and spin is 20.0 kcal/mol. The max |F| comes out at 2.1 eV/Å. As for the multiplicity: 1. The calculation puts the HOMO energy at -4.606 eV. The LUMO energy comes out at 4.18 eV.

=====

DFT (wB97M-V/def2-TZVPD) results for a cluster of 3 separate species, C23H38BBrF2N8O3P in total.

Each line ends with the Mulliken charge.
Geometry (Å):
1 C -1.508 -4.402 -3.828  -1.108
2 N -0.160 -3.791 -3.857  -0.090
3 C 0.883 -4.836 -3.927  -1.086
4 B -0.032 -2.803 -4.887  0.682
5 O 0.047 -3.062 -6.201  -0.609
6 N -0.056 -1.310 -4.472  0.590
7 C -1.302 -0.550 -4.752  -0.768
8 C -1.104 0.587 -5.754  -0.171
9 C -1.908 1.884 -5.542  0.179
10 N -2.515 2.168 -4.288  -0.504
11 O -1.948 2.658 -6.449  -0.458
12 C 0.939 -0.780 -3.851  -1.046
13 N 2.121 -1.517 -3.666  -0.470
14 N 0.820 0.512 -3.349  1.129
15 C 0.911 0.515 -1.862  -0.675
16 C -0.371 0.019 -1.184  -0.555
17 C -1.291 1.143 -0.668  -0.294
18 C -1.307 1.244 0.858  -1.541
19 N -0.018 1.382 1.522  -0.121
20 C 0.609 2.653 1.666  0.416
21 N 1.491 2.860 2.538  -0.504
22 N 0.236 3.723 0.794  -0.610
23 P 1.961 1.587 -4.213  0.111
24 O 3.254 1.734 -3.278  -0.449
25 Br 0.854 3.445 -3.720  -0.174
26 H -1.464 -5.314 -3.234  0.366
27 H -1.869 -4.669 -4.827  0.337
28 H -2.220 -3.732 -3.342  0.332
29 H 1.008 -5.287 -2.942  0.346
30 H 1.842 -4.415 -4.240  0.369
31 H 0.628 -5.621 -4.645  0.375
32 H 0.038 -2.324 -6.821  0.362
33 H -2.020 -1.269 -5.151  0.505
34 H -1.694 -0.200 -3.799  0.103
35 H -0.062 0.907 -5.781  0.170
36 H -1.351 0.249 -6.762  0.517
37 H -3.067 1.410 -3.907  0.372
38 H -1.855 2.506 -3.594  0.194
39 H 2.013 -2.306 -3.035  0.307
40 H 2.566 -1.804 -4.531  0.319
41 H 1.074 1.561 -1.599  0.307
42 H 1.790 -0.052 -1.539  0.286
43 H -0.932 -0.625 -1.864  0.153
44 H -0.078 -0.635 -0.357  0.754
45 H -0.999 2.100 -1.115  0.134
46 H -2.317 0.956 -0.997  0.420
47 H -1.935 2.081 1.171  0.504
48 H -1.778 0.347 1.264  0.230
49 H 0.646 0.670 1.251  0.286
50 H 1.617 2.019 3.103  0.180
51 H 0.500 3.533 -0.166  0.227
52 H -0.757 3.920 0.814  0.345
53 H 3.195 2.332 -2.520  0.337
54 F 3.272 1.084 4.608  -0.330
55 C 3.252 1.869 5.717  0.476
56 C 3.601 1.306 6.926  -0.579
57 C 3.568 2.112 8.056  -0.289
58 C 3.187 3.444 7.957  -0.551
59 C 2.841 3.975 6.723  -0.361
60 C 2.874 3.188 5.579  -0.418
61 H 3.890 0.265 6.975  0.424
62 H 3.841 1.695 9.016  0.365
63 H 3.162 4.066 8.842  0.382
64 H 2.541 5.012 6.643  0.363
65 H 2.614 3.583 4.606  0.540
66 F -2.987 -1.089 2.469  -0.292
67 C -2.821 -1.485 3.760  0.527
68 C -3.483 -2.612 4.198  -0.623
69 C -3.299 -3.002 5.518  -0.328
70 C -2.471 -2.272 6.359  -0.612
71 C -1.819 -1.142 5.883  -0.383
72 C -1.990 -0.736 4.567  -0.335
73 H -4.126 -3.160 3.524  0.419
74 H -3.808 -3.882 5.888  0.358
75 H -2.335 -2.582 7.386  0.379
76 H -1.175 -0.570 6.537  0.396
77 H -1.490 0.138 4.168  0.461

As for the net charge: +1. As for the HOMO-LUMO gap: 0.2358 Eh. The energy above the lowest of the compared OMol25 structures with the same formula, charge and spin is 0.0 kcal/mol. The max |F| comes out at 0.8 eV/Å. As for the multiplicity: 1. The calculation puts the HOMO energy at -10.562 eV. The LUMO energy comes out at -4.15 eV.

=====

DFT (wB97M-V/def2-TZVPD) results for a structure of composition C12H25InN2O3P2S2.

Each line ends with the Mulliken spin population.
Geometry (Å):
1 In 1.001 -1.462 0.067  0.698
2 C -3.945 1.530 -0.281  0.000
3 C -2.888 1.553 -1.320  0.000
4 O -2.242 0.283 -1.190  0.002
5 P -1.102 -0.205 -2.142  0.026
6 S -0.988 -2.221 -1.988  0.123
7 S 0.659 0.607 -1.555  0.050
8 O -1.392 0.362 -3.595  0.002
9 C -2.118 -0.400 -4.639  0.009
10 C -3.531 0.148 -4.925  0.000
11 H -4.499 2.461 -0.339  0.000
12 H -3.629 1.413 0.749  0.000
13 H -4.722 0.755 -0.423  0.000
14 H -2.273 2.474 -1.248  0.000
15 H -3.384 1.541 -2.318  0.002
16 H -2.079 -1.485 -4.312  -0.003
17 H -1.481 -0.358 -5.485  0.002
18 H -4.172 -0.010 -4.021  0.000
19 H -3.987 -0.317 -5.812  0.000
20 H -3.452 1.209 -5.287  0.000
21 N -1.657 -2.301 1.550  0.031
22 C -1.355 -1.169 2.165  -0.038
23 C -2.103 -0.686 3.269  0.004
24 C -1.786 0.579 3.785  0.001
25 C -0.659 1.274 3.309  0.001
26 C 0.068 0.650 2.274  0.004
27 N -0.295 -0.496 1.659  0.068
28 H -2.549 -2.762 1.653  -0.002
29 H -1.336 -2.549 0.635  0.000
30 H -2.904 -1.296 3.762  0.000
31 H -2.413 0.967 4.622  0.000
32 H -0.196 2.115 3.698  0.000
33 H 0.906 1.172 1.882  0.003
34 C 5.156 -1.260 -0.179  0.004
35 P 4.271 -0.350 1.117  0.007
36 C 4.576 1.435 0.901  0.003
37 C 4.900 -0.824 2.737  0.000
38 O 2.744 -0.598 1.154  -0.001
39 H 6.232 -1.382 0.007  0.001
40 H 5.129 -0.705 -1.146  -0.001
41 H 4.733 -2.246 -0.370  0.002
42 H 5.622 1.725 0.952  0.000
43 H 3.984 1.962 1.595  0.000
44 H 4.079 1.765 -0.008  0.000
45 H 5.952 -0.589 2.857  0.000
46 H 4.849 -1.905 2.650  0.001
47 H 4.277 -0.404 3.532  0.000

As for the net charge: +1. As for the HOMO-LUMO gap (spin up / spin down): 0.3016 / 0.2443 Eh. The energy above the lowest of the compared OMol25 structures with the same formula, charge and spin is 13.7 kcal/mol. The max |F| comes out at 3.6 eV/Å. As for the multiplicity: 2. The calculation puts the HOMO energy (spin up / spin down) at -10.455 / -11.134 eV. The expectation value of S² is 0.75. The LUMO energy (spin up / spin down) comes out at -2.25 / -4.49 eV.